Formula: C7H12N2O
Source: OMol25
Level of theory: the ωB97M-V functional and the def2-TZVPD basis

Properties
Frontier orbital gap: 9.503 eV
SMILES string: O=C1CN=CN1.C=C(C)C
LUMO level: 0.75 eV
HOMO level: -8.757 eV
E_tot: -458.6600 a.u.

Structure (ORCA input):
```
! RIJCOSX wB97M-V def2-TZVPD def2/J DEFGRID3
* xyz 0 1
C 2.63198 1.00940 -0.77542
C 4.09324 -0.30118 0.17615
C 2.01093 -0.37066 -0.65071
C -1.36989 1.18767 -0.51509
C -1.98020 -1.26350 -0.58269
C -0.81702 -0.30354 1.38070
C -1.32399 -0.14842 0.16706
N 3.95505 0.89568 -0.21172
N 3.00269 -1.11531 -0.04107
O 0.92808 -0.76936 -0.98352
H 2.68932 1.32972 -1.81698
H 4.98760 -0.68295 0.63208
H -0.97960 1.10649 -1.52955
H -2.40403 1.53398 -0.57895
H -0.79115 1.92807 0.03362
H -1.47611 -1.40575 -1.53663
H -3.02448 -1.01821 -0.78049
H -1.93673 -2.19243 -0.02023
H -0.36514 0.51358 1.91998
H -0.81441 -1.25984 1.87641
H 2.05097 1.75712 -0.23257
H 2.92472 -2.08887 0.20089
*
```

=====

Formula: C2H4P2S3
Source: OMol25
Level of theory: the ωB97M-V functional and the def2-TZVPD basis

Properties
Frontier orbital gap: 7.513 eV
LUMO level: -0.58 eV
HOMO level: -8.096 eV
E_tot: -1955.8027 a.u.

Structure (ORCA input):
```
! RIJCOSX wB97M-V def2-TZVPD def2/J DEFGRID3
* xyz 0 1
C 0.52500 1.18610 -0.42450
C -1.75698 0.15729 -0.73558
P -0.35820 -0.22084 0.52014
P -0.86925 1.43885 -1.65185
S -1.89097 2.10757 1.65870
S -2.59086 1.65164 -0.13098
S 0.96057 -1.92955 0.30469
H 0.75634 2.05595 0.16617
H 1.58558 1.04640 -0.88675
H -2.26265 -0.68132 -0.96409
H 0.87440 -2.36050 1.54565
*
```

=====

Formula: C3H11O4
Source: OMol25
Level of theory: the ωB97M-V functional and the def2-TZVPD basis

Properties
Frontier orbital gap: 9.008 eV
LUMO level: 4.01 eV
HOMO level: -4.994 eV
E_tot: -421.8654 a.u.

Structure (ORCA input):
```
! RIJCOSX wB97M-V def2-TZVPD def2/J DEFGRID3
* xyz -1 1
C 0.34393 1.11085 0.45482
C 0.95611 0.87506 -0.88808
O 0.06182 0.70881 -1.95655
C 0.73493 0.14629 1.65231
O -0.17619 -0.89143 1.79043
H -0.77513 1.04500 0.45637
H 0.63613 2.12911 0.79173
H 1.73671 1.55585 -1.33559
H 1.45786 -0.10889 -0.88230
H -0.79933 0.30484 -1.72749
H 1.68610 -0.25764 1.23020
H 0.86636 0.72210 2.58461
H -0.38869 -1.50898 0.94480
H 0.24312 -1.83264 -0.78210
O -0.55351 -2.18517 -0.32406
H -2.33974 -0.11855 -0.18079
H -1.43486 -1.18481 -0.76904
O -2.25563 -0.50981 -1.05927
*
```

=====

Formula: C18H53N13O11Zn
Source: OMol25
Level of theory: the ωB97M-V functional and the def2-TZVPD basis

Properties
Frontier orbital gap (alpha / beta): 7.948 / 2.599 eV
LUMO level (alpha / beta): -3.35 / -8.69 eV
HOMO level (alpha / beta): -11.295 / -11.290 eV
<S²>: 0.76
E_tot: -4036.0870 a.u.

Structure (ORCA input):
```
! RIJCOSX wB97M-V def2-TZVPD def2/J DEFGRID3
* xyz 1 2
Zn -0.42566 1.92920 -0.42076
C 0.75746 0.70731 1.39534
O 0.82821 0.15819 2.44268
O 0.16379 0.20268 0.43363
O 0.55119 1.92383 1.37267
C 2.56565 0.37324 5.39346
O 3.21863 0.29199 6.41413
N 1.79788 1.37609 5.13416
N 2.14785 -0.62365 4.71305
H 0.99478 1.21131 4.54426
H 1.91222 2.21147 5.69019
H 1.51613 -0.39608 3.95857
H 2.40857 -1.56643 4.96459
C 2.91933 -2.76520 1.67912
O 3.46819 -3.84802 1.39212
N 1.68645 -2.86909 2.00438
N 3.23368 -1.51887 1.47994
H 1.49961 -3.74386 2.47338
H 1.19114 -2.01255 2.20709
H 3.95257 -1.24410 0.82587
H 2.51629 -0.85396 1.73162
C 3.15729 4.32796 1.90859
O 2.68968 4.79549 0.84463
N 2.94932 3.11112 2.39515
N 3.78274 5.08219 2.82050
H 2.31967 2.58014 1.81061
H 3.34596 2.82305 3.27821
H 3.85657 6.06512 2.60027
H 4.53821 4.59861 3.28474
C -1.48928 3.50218 3.66666
O -2.28697 3.93213 4.44431
N -0.90088 2.38550 3.98103
N -1.07569 4.00361 2.53906
H -0.34271 2.01807 3.22372
H -1.26385 1.94344 4.81346
H -1.23285 4.97375 2.30620
H -0.30549 3.48063 2.14743
C -2.47981 -1.64014 2.93583
O -3.54919 -2.24243 2.95889
N -2.18051 -0.63488 3.66857
N -1.52353 -1.93932 2.22192
H -1.32186 -0.10911 3.58864
H -2.83953 -0.56516 4.43077
H -0.72291 -1.33056 2.31423
H -1.58835 -2.71004 1.57240
C -3.94891 2.11847 -1.69777
C -3.64614 0.97118 -0.72199
C -3.54068 -0.49895 -1.28011
O -2.86277 -0.80208 -2.50453
C -3.44541 -2.04325 -3.03887
N -2.46898 1.45051 0.07742
H -3.38437 2.26256 -2.61898
H -4.05919 3.03557 -1.11908
H -4.97396 1.85835 -1.96178
H -4.33008 0.98514 0.12663
H -4.52119 -0.95641 -1.14806
H -2.95147 -0.93423 -0.47297
H -3.04652 -2.86735 -2.44740
H -3.02103 -2.15101 -4.03707
H -4.53043 -2.06809 -3.13978
H -2.61281 2.21052 0.72688
H -2.25137 0.67122 0.68193
C 1.61630 1.16596 -3.37839
C 0.16632 1.43997 -3.45716
C -0.47243 0.82461 -4.80733
O -1.73016 1.44452 -5.08939
C -2.74970 0.83240 -5.90584
N -0.53695 0.99405 -2.25673
H 1.73387 0.10295 -3.58888
H 1.89257 1.42673 -2.35673
H 2.29777 1.67614 -4.05913
H 0.00517 2.51694 -3.50485
H -0.47217 -0.26496 -4.77686
H 0.15449 1.15853 -5.63411
H -3.30648 1.60278 -6.43932
H -3.60159 0.34899 -5.42762
H -2.40589 0.21678 -6.73705
H -1.40688 0.63884 -2.62706
H -0.14662 0.20018 -1.76939
C 0.67217 -4.97047 -1.89140
C 1.10366 -3.55522 -1.46283
C 1.38339 -2.69740 -2.70984
O 2.64376 -2.93567 -3.31657
C 3.79525 -2.48122 -2.65047
N 0.01692 -3.08642 -0.64262
H 0.97335 -5.73840 -1.17889
H 1.02403 -5.38441 -2.83636
H -0.39169 -5.20379 -1.93474
H 1.95662 -3.62929 -0.78823
H 1.34761 -1.65243 -2.40184
H 0.71400 -2.94698 -3.53308
H 3.77443 -1.45290 -2.28958
H 4.58546 -2.55272 -3.39784
H 4.18764 -3.11816 -1.85774
H 0.17042 -3.46833 0.27970
H 0.16066 -2.08857 -0.58162
*
```

=====

Formula: C4H7NO2
Source: OMol25
Level of theory: the ωB97M-V functional and the def2-TZVPD basis

Properties
Frontier orbital gap: 9.926 eV
SMILES string: O/N=C1/CC[C@H]1O
LUMO level: 0.51 eV
HOMO level: -9.420 eV
E_tot: -361.7432 a.u.

Structure (ORCA input):
```
! RIJCOSX wB97M-V def2-TZVPD def2/J DEFGRID3
* xyz 0 1
O -1.51975 0.59708 2.04725
N -1.14560 1.41156 0.97275
C -0.41541 0.74474 0.18341
C 0.48335 1.13024 -0.95606
C 0.99543 -0.33890 -0.96062
C -0.17855 -0.74443 -0.05455
O 0.10447 -1.65427 0.98330
H -0.73066 0.03306 2.12579
H 1.22855 1.89455 -0.71942
H -0.07735 1.42521 -1.84344
H 1.93399 -0.44778 -0.40926
H 1.07197 -0.84438 -1.92419
H -1.04087 -1.08206 -0.64992
H -0.70956 -2.12461 1.20496
*
```

=====

Which of these has the highest E_tot?
C4H7NO2

=====

Among the records above, which one has the highest E_tot?
C4H7NO2

=====

Among the records above, which one has the lowest E_tot?
C18H53N13O11Zn